The following is a quantum chemistry calculation of C36H29Cl5N4P2ReS as an isolated structure, from the OMol25 dataset.

The value obtained for the energy above the lowest of the compared OMol25 structures with the same formula, charge and spin is 23.9 kcal/mol. The calculation puts the gap between HOMO and LUMO (alpha / beta) at 5.46 / 5.37 eV. As for the HOMO energy (alpha / beta): -13.23 / -13.24 eV. For the LUMO energy (alpha / beta), the calculation gives -7.77 / -7.86 eV. The total energy is -137902.1392 eV. Its expectation value of S² is 0.761.

Structure (ORCA input):
```
! RIJCOSX wB97M-V def2-TZVPD def2/J DEFGRID3
* xyz 2 2
Re 1.606 -1.539 0.602
Cl 4.133 -1.604 1.373
C 3.200 -1.561 2.849
C 1.822 -1.573 2.615
C 1.005 -1.503 3.757
Cl -0.697 -1.562 3.612
C 1.566 -1.407 5.031
Cl 0.564 -1.318 6.410
C 2.962 -1.388 5.194
Cl 3.641 -1.275 6.745
C 3.809 -1.466 4.080
Cl 5.506 -1.437 4.221
C -4.444 2.843 -2.034
S -4.375 2.376 -0.296
C -2.588 2.218 -0.118
C -2.252 1.874 1.327
C -0.795 1.489 1.550
N -0.212 0.563 0.529
P -0.631 -1.080 0.066
C -2.088 -1.818 0.788
C -1.902 -3.136 1.216
C -2.988 -3.895 1.615
C -4.260 -3.340 1.604
C -4.450 -2.034 1.174
C -3.372 -1.272 0.751
C -0.915 -1.114 -1.717
C -2.157 -0.785 -2.268
C -2.335 -0.791 -3.642
C -1.287 -1.148 -4.481
C -0.056 -1.499 -3.945
C 0.125 -1.477 -2.571
P 1.393 0.783 -0.043
C 1.462 1.243 -1.765
C 0.387 1.860 -2.398
C 0.501 2.224 -3.730
C 1.681 1.973 -4.420
C 2.756 1.365 -3.783
C 2.652 1.000 -2.451
C 2.189 2.082 0.890
C 2.373 3.328 0.281
C 2.927 4.370 1.008
C 3.300 4.176 2.331
C 3.119 2.938 2.938
C 2.564 1.894 2.222
H -5.494 2.951 -2.296
H -4.003 2.076 -2.671
H -3.948 3.799 -2.196
H -2.098 3.151 -0.413
H -2.231 1.433 -0.792
H -2.912 1.092 1.703
H -2.441 2.743 1.960
H -0.663 1.044 2.534
H -0.176 2.385 1.512
H -0.907 -3.564 1.250
H -2.839 -4.914 1.944
H -5.108 -3.929 1.928
H -5.441 -1.601 1.156
H -3.565 -0.271 0.391
H -3.000 -0.541 -1.636
H -3.300 -0.537 -4.059
H -1.435 -1.167 -5.552
H 0.759 -1.789 -4.593
H 1.104 -1.746 -2.192
H -0.534 2.047 -1.860
H -0.329 2.704 -4.231
H 1.765 2.258 -5.460
H 3.674 1.179 -4.324
H 3.495 0.532 -1.954
H 2.100 3.484 -0.754
H 3.072 5.333 0.539
H 3.738 4.992 2.891
H 3.415 2.789 3.968
H 2.410 0.940 2.709
N 1.882 -3.200 -0.214
C 2.056 -4.279 -0.744
N 2.281 -5.361 -1.199
C 1.813 -6.361 -1.925
N 1.421 -7.250 -2.539
*
```